Version 1
9
Properties=species:S:1:pos:R:3:nbo_charge:R:1 method="wB97M-V/def2-TZVPD" smiles="C1=[NH+]CN=N1" orbital_gap_ev=9.309 charge=+1 e_homo_ev=-16.088 lumo_energy_ev=-6.78
H -1.138 -0.884 0.135 0.4797
H 0.013 1.331 -0.962 0.2847
N -0.183 -0.496 0.052 -0.4119
H -0.132 1.569 0.711 0.2764
C 0.261 0.960 -0.020 -0.1521
N 1.987 -0.338 -0.033 -0.1493
H 0.719 -2.257 -0.017 0.2745
N 1.673 0.845 0.026 0.0551
C 0.895 -1.157 -0.029 0.3430

---

Version 2
9
Properties=species:S:1:pos:R:3:nbo_charge:R:1 method="wB97M-V/def2-TZVPD" orbital_gap_ev="8.601 / 8.595" charge=+1 e_homo_ev="-15.102 / -15.100" lumo_energy_ev="-6.50 / -6.51"
C -0.183 0.688 2.226 -0.1077
H 1.077 -0.786 -2.460 0.2625
N -0.528 -0.348 -1.192 -0.0979
H -0.649 -0.807 -3.085 0.2888
H -0.198 1.753 2.430 0.2757
N 0.248 0.268 1.144 0.0613
H -0.520 0.000 2.991 0.2763
C 0.023 -0.648 -2.237 -0.0910
N 0.729 -0.120 0.183 0.1321

---

Version 3
9
Properties=species:S:1:pos:R:3:nbo_charge:R:1 method="wB97M-V/def2-TZVPD" smiles="C1=[NH+]CN=N1" orbital_gap_ev=9.063 charge=+1 e_homo_ev=-16.328 lumo_energy_ev=-7.26
C 1.035 -1.090 0.002 0.3561
N 1.737 0.893 -0.003 0.0994
N -0.148 -0.411 -0.034 -0.4471
H -0.986 -1.073 -0.142 0.4979
H 0.222 1.463 0.995 0.3179
N 2.082 -0.318 -0.028 -0.1848
C 0.174 0.935 0.020 -0.1982
H -0.304 1.571 -0.718 0.3018
H 0.970 -2.165 -0.044 0.2570

---

Tell me which of them is the least stable. Sure, it is version 2.

---

Version 1
13
Properties=species:S:1:pos:R:3:nbo_charge:R:1 method="wB97M-V/def2-TZVPD" orbital_gap_ev=9.990 e_homo_ev=-9.165 lumo_energy_ev=0.82
C -0.496 -0.087 -0.286 -0.4714
H -0.252 -1.609 -1.770 0.2180
S 1.977 -1.207 -0.977 -0.0732
C -0.045 0.436 1.027 -0.2068
Cl -1.590 2.561 0.746 0.0081
H 0.825 -0.211 1.372 0.2356
C -0.394 1.622 1.485 -0.2396
H -0.078 1.970 2.470 0.2200
H 1.937 0.001 -1.730 0.1311
H -0.079 -2.230 -0.286 0.2186
H -1.486 -0.497 -0.146 0.2271
C 0.158 -1.343 -0.791 -0.4903
H -0.477 0.594 -1.114 0.2228

---

Version 2
13
Properties=species:S:1:pos:R:3:nbo_charge:R:1 method="wB97M-V/def2-TZVPD" smiles=SC1(CCl)CC1 orbital_gap_ev=9.542 e_homo_ev=-9.074 lumo_energy_ev=0.47
C -0.194 1.071 0.807 -0.4118
H -0.465 -1.742 1.102 0.2370
H -0.438 -2.029 -0.783 0.2356
Cl -2.315 -0.485 0.035 -0.0521
C -0.669 -1.240 0.024 -0.3752
H 0.788 1.779 -1.071 0.2364
C -0.044 1.305 -0.613 -0.4224
C 0.338 -0.031 -0.113 -0.2879
H -1.232 0.728 1.042 0.2454
H 0.588 1.576 1.511 0.2354
S 1.924 -0.601 0.154 -0.0081
H 2.611 -1.546 -0.936 0.1488
H -0.891 1.216 -1.158 0.2189

---

Tell me which of them is the least stable. Sure, it is version 2.

---

Version 1
17
Properties=species:S:1:pos:R:3:nbo_charge:R:1 method="wB97M-V/def2-TZVPD" orbital_gap_ev=7.927 charge=-1 e_homo_ev=-3.934 lumo_energy_ev=3.99
H -1.351 -2.785 0.892 0.1777
C -1.160 -0.921 -0.325 -0.0084
H 1.085 -0.125 -0.591 0.5004
H 2.349 -0.067 0.102 0.4412
H -2.240 -0.810 -0.199 0.1080
H -1.082 -1.543 -1.265 0.0894
H 0.189 0.950 1.221 0.5188
O 0.511 1.277 2.089 -1.0070
O -0.044 2.487 -2.529 -0.9688
H 0.119 1.694 -1.982 0.5107
H 0.347 -2.233 0.980 0.1862
H 0.020 3.108 -1.790 0.4509
H 1.268 1.840 1.980 0.4523
H -0.811 -1.328 1.789 0.1945
O 2.062 0.064 -0.813 -1.0078
O -0.576 0.302 -0.416 -0.9700
C -0.687 -1.908 0.856 -0.6681

---

Version 2
17
Properties=species:S:1:pos:R:3:nbo_charge:R:1 method="wB97M-V/def2-TZVPD" orbital_gap_ev=7.710 charge=-1 e_homo_ev=-3.654 lumo_energy_ev=4.06
H -1.624 -1.400 -1.452 0.4474
O -2.827 0.693 -0.007 -1.0110
H 1.414 2.748 1.218 0.4556
O -1.271 -1.143 -2.234 -0.9723
C 1.942 -1.112 0.278 -0.6718
C 0.431 -0.482 0.477 -0.0036
O -0.058 0.484 -0.332 -0.9435
O 0.553 3.149 0.811 -0.9331
H 1.972 -1.707 -0.595 0.1804
H 2.556 -0.259 0.092 0.1870
H -0.164 -1.499 0.470 0.0493
H -3.223 0.072 -0.605 0.4511
H -1.842 0.477 0.085 0.5167
H 2.294 -1.809 1.055 0.1775
H -0.472 -0.699 -1.911 0.5021
H 0.421 -0.106 1.502 0.0911
H -0.102 2.592 1.147 0.4771

---

Tell me which of them is the least stable. Sure, it is version 2.